This record from the Open Molecules 2025 dataset describes a structure of composition C25H31As2CrN6O6S2 in a non-equilibrium geometry. The level of theory is ωB97M-V with the def2-TZVPD basis set.

Gap between HOMO and LUMO (alpha / beta): 8.00 / 8.42 eV
ΔE to the lowest compared entry with this formula, charge and spin: 33.6 kJ/mol
LUMO energy (alpha / beta): -0.057 / 0.355 eV
Total charge: 0
E: -8063.737560 hartree
Largest force on an atom: 1.70 eV Å⁻¹
Multiplicity: 4

Geometry as XYZ:
```
73
Properties=species:S:1:pos:R:3:nbo_charge:R:1
Cr 0.146 -0.219 -0.007 1.1529
O -0.930 2.442 -1.593 -0.9968
S -1.672 1.482 -0.789 2.5786
O -3.066 1.748 -0.660 -0.9293
O -0.969 1.329 0.588 -1.0605
O -1.346 0.071 -1.305 -1.0066
N -3.427 -6.387 5.032 -0.7940
C -2.735 -5.396 4.359 0.1926
C -2.658 -4.103 4.884 -0.2829
C -1.932 -3.124 4.236 -0.1407
C -1.271 -3.421 3.051 -0.3231
C -1.332 -4.704 2.524 -0.1653
C -2.058 -5.685 3.171 -0.2718
S -0.339 -2.186 2.217 2.3000
O 0.724 -2.878 1.492 -0.9930
O 0.079 -1.220 3.203 -0.9455
N -1.238 -1.585 1.016 -0.9869
C -2.535 -1.117 1.295 0.5403
N -2.831 -0.632 2.497 -0.4867
C -4.061 -0.155 2.653 0.0931
C -4.988 -0.133 1.630 -0.3261
C -4.580 -0.697 0.432 0.1171
N -3.373 -1.215 0.260 -0.4587
H -4.125 -6.087 5.691 0.3825
H -3.686 -7.201 4.502 0.3816
H -3.168 -3.873 5.812 0.2097
H -1.864 -2.123 4.639 0.2499
H -0.799 -4.930 1.610 0.2304
H -2.100 -6.688 2.762 0.2074
H -4.305 0.229 3.639 0.1897
H -5.973 0.292 1.757 0.2219
H -5.251 -0.751 -0.419 0.1947
C 3.339 0.366 -1.700 -0.9486
As 1.501 1.050 -1.681 1.1070
C 1.951 2.888 -2.030 -0.9323
C 0.964 0.228 -3.355 -0.3322
C 0.905 0.930 -4.548 -0.1456
C 0.603 0.267 -5.731 -0.2074
C 0.372 -1.099 -5.720 -0.2023
C 0.410 -1.800 -4.521 -0.1966
C 0.690 -1.143 -3.330 -0.3377
As 0.549 -2.056 -1.604 1.0592
C -1.077 -3.079 -1.776 -0.9185
C 1.892 -3.441 -1.695 -0.9499
H 3.818 0.699 -2.621 0.2305
H 3.350 -0.722 -1.676 0.2215
H 3.897 0.739 -0.842 0.2354
H 2.593 2.915 -2.909 0.2257
H 2.503 3.256 -1.166 0.2423
H 1.051 3.476 -2.171 0.2772
H 1.080 1.999 -4.560 0.2114
H 0.544 0.820 -6.659 0.2181
H 0.142 -1.620 -6.641 0.2177
H 0.202 -2.863 -4.524 0.2086
H -1.107 -3.558 -2.753 0.2177
H -1.922 -2.409 -1.631 0.2864
H -1.076 -3.825 -0.982 0.2433
H 1.646 -4.092 -2.533 0.2344
H 1.859 -4.006 -0.764 0.2580
H 2.889 -3.028 -1.837 0.2339
N 1.220 2.004 2.126 -0.7770
C 2.052 0.935 2.137 0.4469
C 3.123 0.893 3.053 -0.2958
C 4.019 -0.136 3.000 -0.1104
C 3.864 -1.135 2.031 -0.3041
C 2.789 -1.046 1.195 0.1126
N 1.885 -0.041 1.225 -0.5968
H 1.216 2.568 2.958 0.3940
H 0.329 1.944 1.639 0.4211
H 3.212 1.684 3.785 0.2197
H 4.839 -0.176 3.705 0.2207
H 4.543 -1.970 1.954 0.2272
H 2.604 -1.818 0.465 0.2099
```